DFT (ωB97M-V/def2-TZVPD) results for 3 unconnected molecules or ions with the total composition C4HN7O4 at a distorted geometry.

## Properties
LUMO energy (spin up / spin down) (eV): -3.86 / -3.86
Multiplicity: 1
Total energy (hartree): -836.867722
Relative energy (zero: lowest compared OMol25 entry of this formula, charge and spin) (kJ/mol): 32.7
Kohn-Sham gap (spin up / spin down) (eV): 5.5 / 5.6
Total charge: 0
Highest occupied orbital energy (spin up / spin down) (eV): -9.4 / -9.4

Bonds (Å) are listed after each position.
Geometry (Å):
1 C 0.772 0.154 0.747  C2 1.426, N5 1.339, H16 1.054
2 C -0.279 -0.627 0.184  C1 1.426, C3 1.429, N6 1.336
3 C -1.321 -0.632 1.162  C2 1.429, C4 1.512, N7 1.311
4 C -2.451 -1.403 0.520  C3 1.512, N8 1.458, O12 1.203
5 N 0.380 0.457 1.992  C1 1.339, N7 1.345
6 N -0.764 -1.179 -0.931  C2 1.336, N8 1.263
7 N -0.852 -0.028 2.228  C3 1.311, N5 1.345
8 N -1.929 -1.654 -0.818  C4 1.458, N6 1.263
9 N -3.136 0.791 -1.414  N10 1.088
10 N -4.154 0.763 -1.031  N9 1.088, O13 1.136
11 N -0.685 -0.608 -3.700  O14 1.176, O15 1.175
12 O -3.550 -1.807 0.799  C4 1.203
13 O -5.228 0.841 -0.669  N10 1.136
14 O -1.759 -0.829 -4.122  N11 1.176
15 O -0.016 -0.729 -2.742  N11 1.175
16 H 1.709 0.551 0.474  C1 1.054

DFT (ωB97M-V/def2-TZVPD) results for C9H12 in the gas phase at a distorted geometry.

## Properties
LUMO energy (eV): 1.09
Multiplicity: 1
SMILES: C1=C[C@]23CCC[C@@]2(C1)C3
Total energy (hartree): -350.077160
Relative energy (zero: lowest compared OMol25 entry of this formula, charge and spin) (kJ/mol): 72.8
Kohn-Sham gap (eV): 9.6
Total charge: 0
Highest occupied orbital energy (eV): -8.5

Bonds (Å) are listed after each position.
Geometry (Å):
1 C 0.935 1.560 -1.493  C2 1.339, C8 1.513, H10 1.088
2 C 1.596 1.090 -0.428  C1 1.339, C3 1.496, H11 1.078
3 C 0.698 0.311 0.480  C2 1.496, C4 1.491, C7 1.529, C9 1.588
4 C 0.984 -1.024 1.078  C3 1.491, C5 1.548, H12 1.155, H13 1.109
5 C -0.414 -1.682 1.173  C4 1.548, C6 1.551, H14 1.082, H15 1.104
6 C -1.186 -1.192 -0.080  C5 1.551, C7 1.536, H16 1.083, H17 1.089
7 C -0.618 0.219 -0.293  C3 1.529, C6 1.536, C8 1.575, C9 1.484
8 C -0.442 0.961 -1.671  C1 1.513, C7 1.575, H18 1.130, H19 1.098
9 C -0.602 1.134 0.875  C3 1.588, C7 1.484, H20 1.106, H21 1.068
10 H 1.257 2.250 -2.270  C1 1.088
11 H 2.646 1.262 -0.253  C2 1.078
12 H 1.483 -1.088 2.118  C4 1.155
13 H 1.582 -1.658 0.393  C4 1.109
14 H -0.382 -2.763 1.145  C5 1.082
15 H -0.947 -1.408 2.101  C5 1.104
16 H -0.967 -1.851 -0.911  C6 1.083
17 H -2.266 -1.216 0.052  C6 1.089
18 H -1.264 1.685 -1.950  C8 1.130
19 H -0.392 0.302 -2.548  C8 1.098
20 H -0.567 2.228 0.719  C9 1.106
21 H -1.135 0.881 1.765  C9 1.068

DFT (ωB97M-V/def2-TZVPD) results for 2 unconnected molecules or ions with the total composition C3H9NO3.

## Properties
LUMO energy (eV): 0.49
Multiplicity: 1
SMILES: NCCO.O=CO
Total energy (hartree): -400.164654
Relative energy (zero: lowest compared OMol25 entry of this formula, charge and spin) (kJ/mol): 149.2
Kohn-Sham gap (eV): 9.6
Total charge: 0
Highest occupied orbital energy (eV): -9.1

Bonds (Å) are listed after each position.
Geometry (Å):
1 N -0.454 -1.234 -0.838  C2 1.459, H5 1.007, H6 1.008
2 C -0.587 -0.451 0.386  N1 1.459, C3 1.519, H7 1.087, H8 1.098
3 C -1.203 -1.273 1.505  C2 1.519, O4 1.431, H9 1.096, H10 1.096
4 O -1.503 -0.379 2.581  C3 1.431, H11 0.949
5 H 0.225 -1.972 -0.737  N1 1.007
6 H -0.116 -0.616 -1.559  N1 1.008
7 H -1.238 0.392 0.170  C2 1.087
8 H 0.368 -0.088 0.788  C2 1.098
9 H -0.500 -2.042 1.843  C3 1.096
10 H -2.125 -1.760 1.168  C3 1.096
11 H -1.771 -0.890 3.335  O4 0.949
12 O 1.628 0.818 -2.652  C13 1.184
13 C 1.904 1.759 -1.989  O12 1.184, O14 1.337, H15 1.100
14 O 0.989 2.491 -1.344  C13 1.337, H16 0.958
15 H 2.941 2.093 -1.840  C13 1.100
16 H 1.442 3.151 -0.817  O14 0.958